Record 1
Here is a molecular structure, C50H59Br2FeN7 in a non-equilibrium geometry from OMol25. Energies are from ωB97M-V/def2-TZVPD.

Geometry as XYZ:
```
119
C50H59Br2FeN7 | OMol25 | ωB97M-V/def2-TZVPD
Fe -1.046 -1.786 0.756
C -1.289 -0.402 -4.886
C -1.142 -1.918 -4.695
C -0.866 -2.356 -3.305
C 0.125 -3.219 -2.939
C 1.149 -3.938 -3.731
C 2.420 -3.044 -3.996
C 0.125 -3.256 -1.500
C 1.090 -3.850 -0.687
C 1.458 -3.308 0.545
C 2.642 -3.572 1.204
C 3.607 -4.581 0.694
C 4.538 -3.978 -0.354
C 2.862 -2.614 2.178
C 1.629 -1.804 2.189
C 1.291 -0.837 3.162
C -0.044 -0.486 3.398
N -1.133 -0.839 2.547
C -2.255 -0.263 3.083
C -3.547 -0.355 2.614
C -3.887 -0.794 1.314
N -2.993 -1.269 0.353
C -3.604 -1.228 -0.880
C -2.939 -1.565 -2.071
C -1.638 -2.070 -2.136
N -0.955 -2.529 -1.007
C -4.957 -0.725 -0.694
C -5.179 -0.572 0.667
C -6.430 -0.008 1.221
C -6.861 -0.419 2.628
C -5.772 -0.191 -1.810
C -6.301 -1.162 -2.892
C -1.952 0.332 4.330
C -0.550 0.295 4.496
C 0.200 0.908 5.665
C 0.829 -0.028 6.704
C -2.890 1.141 5.159
C -3.170 2.470 4.474
N 0.813 -2.191 1.121
C 4.080 -2.310 2.995
C 4.900 -1.095 2.438
H -1.858 -0.217 -5.829
H -0.309 0.007 -4.997
H -1.732 0.109 -4.072
H -0.243 -2.236 -5.267
H -2.034 -2.477 -5.115
H 0.692 -4.196 -4.730
H 1.420 -4.922 -3.255
H 2.033 -2.029 -4.295
H 3.070 -3.501 -4.740
H 2.933 -2.934 -3.037
H 1.708 -4.628 -1.151
H 2.985 -5.404 0.287
H 4.214 -4.989 1.516
H 4.264 -4.282 -1.375
H 5.565 -4.238 -0.079
H 4.415 -2.876 -0.321
H 2.093 -0.382 3.784
H -4.402 -0.201 3.328
H -3.481 -1.306 -3.031
H -7.256 -0.319 0.547
H -6.453 1.126 1.150
H -6.867 -1.516 2.744
H -7.890 -0.016 2.804
H -6.190 -0.023 3.348
H -5.179 0.608 -2.314
H -6.601 0.345 -1.294
H -5.510 -1.800 -3.309
H -6.781 -0.653 -3.705
H -7.043 -1.826 -2.423
H -0.482 1.581 6.213
H 0.953 1.583 5.222
H 0.103 -0.762 7.102
H 1.149 0.543 7.549
H 1.716 -0.625 6.403
H -2.416 1.369 6.120
H -3.830 0.558 5.355
H -2.232 3.023 4.437
H -3.950 3.104 4.931
H -3.391 2.373 3.412
H 4.745 -3.229 2.964
H 3.862 -2.160 4.089
H 5.167 -1.170 1.397
H 5.826 -0.990 3.049
H 4.278 -0.217 2.569
Br 1.366 4.707 3.961
C 0.780 4.153 2.288
C -0.137 3.092 2.210
C -0.445 2.634 0.874
N 0.174 3.097 -0.214
C 1.094 4.085 -0.125
C 1.348 4.702 1.108
C 1.544 4.564 -1.461
C 1.694 5.971 -1.708
C 2.207 6.380 -2.962
Br 3.138 8.006 -3.208
C 2.192 5.438 -4.013
C 1.884 4.131 -3.801
N 1.842 3.655 -2.491
H -0.575 2.603 3.089
H -1.223 1.901 0.777
H 2.062 5.511 1.118
H 1.499 6.705 -0.952
H 2.517 5.814 -4.998
H 1.792 3.404 -4.606
C 2.724 0.233 -2.071
C 2.983 1.609 -2.693
C 3.066 1.435 -4.219
C 4.278 2.240 -2.184
N 1.774 2.323 -2.268
H 3.614 -0.428 -2.214
H 1.876 -0.241 -2.607
H 2.464 0.387 -1.005
H 3.422 0.416 -4.476
H 3.771 2.149 -4.687
H 2.046 1.441 -4.668
H 5.080 1.482 -2.387
H 4.199 2.406 -1.071
H 4.532 3.204 -2.667
```

Properties
- orbital gap (alpha / beta) (eV) = 3.387 / 4.948
- total charge = -1
- HOMO level (alpha / beta) (eV) = -1.890 / -3.452
- DFT total energy (eV) = -237708.908
- spin multiplicity = 6


Record 2
Here is a molecular structure, C50H60AsNP3Pd from OMol25. Energies are from ωB97M-V/def2-TZVPD.

Geometry as XYZ:
```
116
C50H60AsNP3Pd | OMol25 | ωB97M-V/def2-TZVPD
Pd 0.060 -0.174 0.026
C 3.212 3.163 -1.834
C 1.874 2.491 -1.523
C 0.979 2.472 -2.762
P 1.957 0.786 -0.829
C 3.401 0.762 0.343
C 3.205 -0.245 1.471
C 4.754 0.511 -0.328
C 2.277 -0.337 -2.206
C 3.373 -0.230 -3.066
C 3.568 -1.134 -4.090
C 2.660 -2.180 -4.237
C 1.557 -2.287 -3.417
C 1.311 -1.338 -2.408
N 0.195 -1.387 -1.588
C -1.002 -1.968 -2.021
C -1.412 -2.067 -3.351
C -2.602 -2.709 -3.666
C -3.407 -3.259 -2.681
C -3.031 -3.123 -1.351
C -1.859 -2.462 -1.020
P -1.233 -2.095 0.637
C -2.692 -2.323 1.744
C -2.305 -2.278 3.222
C -3.825 -1.351 1.416
C -0.171 -3.544 1.106
C 0.531 -4.209 -0.076
C 0.851 -3.187 2.185
H 3.033 4.211 -2.083
H 3.911 3.141 -0.998
H 3.689 2.705 -2.700
H 1.375 3.064 -0.736
H 1.510 2.021 -3.602
H 0.063 1.903 -2.602
H 0.702 3.490 -3.039
H 3.407 1.775 0.754
H 3.117 -1.254 1.066
H 4.077 -0.229 2.127
H 2.323 -0.042 2.074
H 4.765 -0.441 -0.858
H 5.032 1.295 -1.029
H 5.523 0.474 0.445
H 4.095 0.560 -2.922
H 4.425 -1.048 -4.743
H 2.818 -2.926 -5.006
H 0.874 -3.114 -3.551
H -0.806 -1.647 -4.141
H -2.902 -2.776 -4.704
H -4.325 -3.768 -2.940
H -3.667 -3.533 -0.576
H -3.035 -3.340 1.522
H -1.772 -1.361 3.471
H -3.203 -2.318 3.840
H -1.674 -3.118 3.507
H -3.487 -0.319 1.433
H -4.258 -1.528 0.433
H -4.619 -1.447 2.158
H -0.900 -4.254 1.514
H 1.283 -3.550 -0.510
H 1.036 -5.110 0.280
H -0.167 -4.501 -0.860
H 1.653 -2.595 1.745
H 0.434 -2.621 3.017
H 1.299 -4.098 2.584
C -1.724 1.428 2.746
C -1.947 2.651 3.625
As -3.700 2.504 4.548
C -3.906 4.402 4.949
C -2.829 5.145 5.425
C -2.991 6.481 5.767
C -4.234 7.084 5.643
C -5.314 6.346 5.178
C -5.151 5.012 4.835
C -4.769 2.443 2.911
C -4.607 3.366 1.879
C -5.345 3.250 0.712
C -6.256 2.209 0.563
C -6.430 1.292 1.587
C -5.687 1.411 2.757
P -0.295 1.553 1.602
C 1.059 2.078 2.689
C 1.174 1.445 3.929
C 2.245 1.714 4.764
C 3.224 2.617 4.371
C 3.121 3.249 3.141
C 2.048 2.978 2.303
C -0.853 2.988 0.630
C -1.714 2.705 -0.430
C -2.309 3.730 -1.148
C -2.045 5.050 -0.818
C -1.200 5.343 0.244
C -0.614 4.318 0.974
H -2.577 1.298 2.078
H -1.647 0.521 3.343
H -1.961 3.566 3.033
H -1.160 2.744 4.373
H -1.852 4.688 5.537
H -2.146 7.049 6.136
H -4.362 8.124 5.911
H -6.287 6.811 5.082
H -6.001 4.449 4.467
H -3.911 4.192 1.988
H -5.217 3.976 -0.081
H -6.836 2.123 -0.347
H -7.147 0.488 1.482
H -5.828 0.693 3.557
H 0.426 0.729 4.251
H 2.316 1.216 5.722
H 4.061 2.829 5.022
H 3.877 3.958 2.829
H 1.997 3.479 1.345
H -1.925 1.673 -0.697
H -2.976 3.492 -1.967
H -2.501 5.853 -1.382
H -1.004 6.372 0.515
H 0.010 4.563 1.823
```

Properties
- orbital gap (eV) = 6.799
- total charge = +1
- HOMO level (eV) = -9.432
- DFT total energy (eV) = -146496.830


Record 3
Here is a molecular structure, C50H60BaClN3O7 in a non-equilibrium geometry from OMol25. Energies are from ωB97M-V/def2-TZVPD.

Geometry as XYZ:
```
122
C50H60BaClN3O7 | OMol25 | ωB97M-V/def2-TZVPD
Ba -0.151 -0.075 0.248
C -2.721 1.491 -1.933
O -1.418 0.895 -1.956
C -0.855 0.932 -3.216
C -0.151 2.056 -3.629
C 0.226 3.157 -2.659
C 1.682 3.025 -2.278
C 2.665 3.590 -2.994
C 4.079 3.392 -2.690
C 4.409 2.750 -1.562
C 3.395 2.282 -0.591
C 3.862 1.196 0.364
C 3.990 -0.167 -0.270
C 5.048 -0.431 -1.136
C 5.181 -1.648 -1.793
C 4.201 -2.604 -1.569
C 3.127 -2.396 -0.713
C 2.030 -3.441 -0.660
C 1.287 -3.446 -1.982
C 1.669 -4.269 -3.032
C 1.050 -4.226 -4.279
C -0.007 -3.323 -4.419
C -0.422 -2.489 -3.394
C -1.548 -1.493 -3.580
C -0.993 -0.170 -4.067
C -0.509 -0.065 -5.362
C 0.130 1.077 -5.836
C 0.316 2.119 -4.940
C 0.637 1.119 -7.277
C 1.280 2.461 -7.627
C 1.687 0.016 -7.475
C -0.535 0.884 -8.240
C 0.251 -2.500 -2.149
O -0.059 -1.678 -1.194
C 1.500 -5.070 -5.469
C 0.347 -5.956 -5.963
C 2.680 -5.979 -5.121
C 1.940 -4.143 -6.612
C 3.059 -1.181 -0.028
O 2.059 -0.970 0.911
C 2.501 -1.145 2.262
C 6.312 -1.946 -2.777
C 7.074 -3.199 -2.327
C 7.309 -0.791 -2.880
C 5.711 -2.188 -4.169
C 2.020 2.155 -1.145
O 1.163 1.505 -0.527
C 5.093 3.890 -3.712
C 4.827 3.184 -5.051
C 4.943 5.407 -3.891
C 6.531 3.593 -3.291
H -3.287 1.186 -2.817
H -2.640 2.583 -1.919
H -3.213 1.132 -1.032
H -0.380 3.101 -1.757
H 0.076 4.132 -3.126
H 2.395 4.206 -3.845
H 5.445 2.581 -1.297
H 3.146 1.219 1.185
H 4.830 1.516 0.760
H 5.770 0.357 -1.300
H 4.236 -3.549 -2.102
H 1.334 -3.216 0.147
H 2.470 -4.426 -0.483
H 2.474 -4.975 -2.851
H -0.542 -3.269 -5.364
H -2.053 -1.350 -2.625
H -2.263 -1.883 -4.309
H -0.619 -0.930 -6.009
H 0.858 3.007 -5.239
H 2.168 2.648 -7.020
H 0.582 3.289 -7.485
H 1.587 2.454 -8.676
H 2.512 0.147 -6.771
H 2.088 0.045 -8.492
H 1.261 -0.973 -7.303
H -1.298 1.654 -8.108
H -1.004 -0.085 -8.066
H -0.187 0.913 -9.277
H 0.024 -6.635 -5.171
H 0.659 -6.552 -6.827
H -0.514 -5.354 -6.258
H 2.422 -6.678 -4.322
H 3.547 -5.398 -4.801
H 2.968 -6.561 -6.000
H 1.112 -3.516 -6.947
H 2.299 -4.722 -7.470
H 2.742 -3.481 -6.277
H 3.527 -0.791 2.375
H 2.443 -2.201 2.540
H 1.841 -0.560 2.897
H 7.495 -3.054 -1.330
H 7.893 -3.414 -3.020
H 6.421 -4.072 -2.293
H 7.763 -0.566 -1.913
H 6.828 0.115 -3.254
H 8.108 -1.059 -3.576
H 5.019 -3.032 -4.161
H 6.500 -2.397 -4.898
H 5.153 -1.310 -4.501
H 3.828 3.408 -5.429
H 4.902 2.101 -4.931
H 5.555 3.504 -5.803
H 3.950 5.671 -4.260
H 5.678 5.779 -4.610
H 5.093 5.919 -2.940
H 6.695 2.519 -3.187
H 6.772 4.072 -2.340
H 7.222 3.970 -4.048
O -0.805 -2.327 2.245
H -1.621 -2.113 1.749
H -0.797 -1.634 2.916
O 2.221 3.130 1.341
O 2.952 3.487 0.219
Cl -2.973 -0.549 0.812
N -0.320 0.582 2.658
C -0.748 1.100 3.604
C -1.243 1.688 4.774
C -1.289 3.091 4.941
N -1.340 4.231 5.124
C -1.702 0.865 5.828
N -2.070 0.204 6.704
```

Properties
- orbital gap (eV) = 5.646
- total charge = -2
- HOMO level (eV) = -2.183
- DFT total energy (eV) = -84844.681


Record 4
Here is 9 unconnected molecules or ions with the total composition C50H60N6O16S2 in a non-equilibrium geometry from OMol25. Energies are from ωB97M-V/def2-TZVPD.

Geometry as XYZ:
```
134
C50H60N6O16S2 | OMol25 | ωB97M-V/def2-TZVPD
C -6.375 2.646 -3.053
C -7.093 2.007 -4.039
C -6.429 1.521 -5.191
C -5.049 1.724 -5.311
C -4.359 2.261 -4.236
C -4.986 2.806 -3.091
N -4.284 1.240 -6.532
O -4.767 1.298 -7.619
O -3.154 0.830 -6.299
H -6.942 3.017 -2.213
H -8.126 1.712 -3.931
H -7.012 0.998 -5.935
H -3.291 2.397 -4.325
H -4.361 3.290 -2.356
C 5.161 -3.426 -3.232
C 3.866 -3.741 -2.853
C 3.507 -4.502 -1.769
C 4.549 -5.095 -1.048
C 5.871 -4.766 -1.388
C 6.139 -3.916 -2.475
N 4.212 -6.041 0.002
O 5.136 -6.736 0.441
O 3.021 -6.202 0.305
H 5.406 -2.815 -4.089
H 3.095 -3.527 -3.578
H 2.474 -4.724 -1.550
H 6.679 -5.061 -0.734
H 7.160 -3.727 -2.773
C -1.758 -0.268 -3.246
C -0.668 -1.130 -3.417
C 0.376 -1.070 -2.508
C 0.258 -0.368 -1.366
C -0.842 0.513 -1.204
C -1.870 0.566 -2.173
N 1.315 -0.570 -0.285
O 1.513 0.306 0.561
O 1.900 -1.662 -0.264
H -2.430 -0.142 -4.082
H -0.562 -1.884 -4.183
H 1.223 -1.708 -2.714
H -0.906 1.178 -0.355
H -2.752 1.190 -2.165
C 2.581 2.069 3.163
C 3.222 2.914 2.256
C 4.246 3.753 2.676
C 4.424 3.938 4.090
C 3.676 3.151 5.001
C 2.835 2.203 4.517
N 5.322 4.990 4.576
O 5.552 5.016 5.800
O 6.071 5.585 3.795
H 1.990 1.260 2.759
H 2.955 2.963 1.211
H 4.738 4.354 1.926
H 3.652 3.288 6.072
H 2.458 1.486 5.231
C -3.035 -2.790 -5.870
C -2.153 -3.851 -5.747
C -2.605 -5.124 -5.301
C -3.982 -5.222 -5.035
C -4.833 -4.136 -5.161
C -4.395 -2.936 -5.626
N -4.548 -6.498 -4.552
O -5.570 -6.421 -3.941
O -3.807 -7.477 -4.612
H -2.695 -1.863 -6.309
H -1.123 -3.657 -6.008
H -1.879 -5.921 -5.244
H -5.890 -4.280 -4.994
H -5.083 -2.113 -5.753
C -0.365 4.871 -0.367
C -0.056 6.086 0.296
C 1.128 6.704 0.097
C 2.120 6.080 -0.707
C 1.775 4.856 -1.408
C 0.513 4.261 -1.230
N 3.495 6.672 -0.854
O 3.644 7.900 -0.653
O 4.371 5.896 -1.229
H -1.325 4.401 -0.211
H -0.868 6.504 0.872
H 1.332 7.693 0.481
H 2.417 4.412 -2.154
H 0.270 3.305 -1.670
C -1.573 4.372 3.875
C -1.044 3.171 3.173
C -1.887 2.564 2.074
C -3.253 2.083 2.432
C -4.069 1.528 1.251
C -5.531 1.111 1.547
H -1.819 5.245 3.269
H -0.880 4.680 4.658
H -2.495 4.154 4.414
H -0.002 3.346 2.906
H -0.902 2.350 3.876
H -1.369 1.718 1.621
H -1.933 3.281 1.254
H -3.294 1.314 3.203
H -3.775 2.886 2.953
H -4.101 2.111 0.330
H -3.569 0.669 0.803
H -6.031 1.971 1.993
H -6.170 0.830 0.710
H -5.688 0.322 2.281
C -1.403 -3.962 3.736
C -1.915 -2.964 4.774
C -1.918 -1.542 4.258
S -0.389 -1.452 3.271
O 0.717 -0.986 4.065
O -0.745 -0.869 1.979
C -0.079 -3.331 3.152
H -2.083 -4.052 2.889
H -1.373 -4.962 4.167
H -1.222 -2.896 5.613
H -2.925 -3.134 5.148
H -1.935 -0.682 4.927
H -2.769 -1.408 3.590
H 0.773 -3.588 3.782
H 0.169 -3.533 2.110
C 3.763 -1.426 2.378
C 3.900 -2.886 1.971
C 5.406 -3.167 1.980
S 6.092 -2.203 3.407
O 7.206 -1.404 2.933
O 6.241 -3.101 4.611
C 4.538 -1.200 3.633
H 2.704 -1.172 2.414
H 4.132 -0.843 1.534
H 3.437 -3.185 1.031
H 3.421 -3.539 2.700
H 5.860 -2.783 1.066
H 5.625 -4.234 2.018
H 4.731 -0.171 3.936
H 4.004 -1.773 4.392
```

Properties
- SMILES = O=[N+]([O-])c1ccccc1.O=[N+]([O-])c1ccccc1.O=[N+]([O-])c1ccccc1.O=[N+]([O-])c1ccccc1.O=[N+]([O-])c1ccccc1.O=[N+]([O-])c1ccccc1.O=S1(=O)CCCC1.O=S1(=O)CCCC1.CCCCCC
- orbital gap (eV) = 8.789
- total charge = 0
- HOMO level (eV) = -9.785
- DFT total energy (eV) = -116174.298